Molecular formula: C60H56CsF2N9O6P2Se
Method: DFT, ωB97M-V/def2-TZVPD

The HOMO energy is -0.0594 Ha. The lowest unoccupied orbital energy is 3.4225 eV. As for the energy relative to the best compared isomer or geometry (same formula, charge and spin): 125.7 kJ/mol. The charge is -2. As for the largest force on an atom: 1.66 eV/Å. The calculation puts the HOMO-LUMO gap at 0.1851 hartree.

Atoms and positions in Å:
H: -1.948846 0.716012 -0.841771
H: 3.071479 4.633801 -0.865480
N: 0.855626 -3.002360 1.052087
C: 7.180047 -0.297531 2.091897
O: 3.687165 0.719216 2.119321
H: 3.590489 -1.085834 -1.619108
Se: 0.151516 -3.117998 -3.310655
C: -6.841966 -1.662279 2.880834
F: 5.527168 -2.478551 -6.737493
H: 7.016436 -1.355180 1.932443
C: -7.249263 0.052789 1.250200
C: -2.927499 4.121226 -0.418727
C: -1.038154 4.028504 -1.446600
H: -1.365213 -5.429483 0.347943
N: 4.216015 -1.903880 -3.423250
H: 0.303151 -0.295259 -6.525706
C: 1.984941 -5.008158 0.400578
H: 5.178517 -0.719877 -4.838286
C: -1.432229 2.058016 3.829673
C: -2.924808 -4.210580 -4.080669
C: 2.014928 3.752659 0.813107
C: 3.628305 -3.110510 -3.103272
Cs: 2.230446 0.619334 0.034568
H: -0.670328 -0.793969 1.484699
H: -8.673263 -0.552168 2.740457
H: -3.639243 0.307708 -4.723440
H: -3.107669 -0.020167 2.608437
H: -5.641349 0.457655 -0.109904
H: 3.326556 6.888665 0.037363
H: 4.375273 2.230527 2.233429
O: 4.334460 -4.928482 -6.115104
C: -1.179247 -0.799312 4.269632
C: -1.077729 -2.632795 -4.587109
C: 4.330575 -3.993986 -5.333698
C: 7.516217 2.419869 2.466639
H: -3.892840 -3.865690 -3.715805
N: 4.642271 -1.317998 1.520811
H: -7.899000 0.804146 0.817686
C: 0.268810 -0.781808 -5.552935
C: 0.262268 3.608812 -2.028199
N: -1.482713 5.313517 -1.514378
H: -2.027947 1.379133 -3.165006
C: 4.910191 -2.687187 -5.556533
H: -5.051287 -2.171694 -1.529571
C: 6.225586 1.903867 2.294164
C: -0.392387 -4.973513 0.479251
H: -2.352963 3.807034 6.595921
H: 4.847517 -0.166074 -2.460217
O: 2.186363 0.899046 -2.505071
H: -1.683862 2.787482 1.809601
C: 2.816935 6.118755 0.609124
H: -3.847612 -1.927780 6.046429
O: 2.849364 0.152338 -4.527039
C: 2.651023 4.814488 0.129448
H: 0.445604 -2.037339 3.601455
C: -2.652336 4.468553 4.572009
C: 2.865440 0.190848 -3.279773
C: 8.614775 1.583460 2.454580
H: 7.615944 3.489301 2.607253
C: -7.682219 -0.707120 2.330043
H: -1.251690 1.710429 5.945758
H: 1.336251 5.702429 3.619143
C: -0.493636 -2.010160 4.146948
C: -2.672072 0.117490 1.613475
O: 5.208043 2.772407 2.306811
C: 6.051031 0.520254 2.100058
C: -2.636422 0.200719 -1.494102
H: 3.231749 -4.934124 -3.888334
C: -1.011843 -3.180256 4.684587
C: -1.982954 -1.602831 -6.364380
C: 4.669198 -0.048978 1.917849
C: -3.485918 -0.786187 -1.011412
H: -2.269060 -4.423132 -3.238157
C: 1.704045 5.450873 2.628966
H: 2.927737 -5.496470 0.189672
C: -2.457207 4.166742 3.233006
H: -2.034541 -0.897151 -7.174790
C: -3.591876 -0.004827 -3.688168
C: -1.610276 2.385668 5.176392
H: -3.049731 -5.113174 -4.680982
C: 3.920179 -0.727523 -2.592048
N: -2.299026 -3.165642 -4.860653
C: 3.288682 -3.001379 0.987247
C: 1.581344 4.163606 2.093557
H: -0.955288 6.075018 -1.900864
H: 9.315220 -0.448281 2.257359
C: -5.123496 -1.100018 1.272252
C: 4.799821 -1.712175 -4.649031
C: 8.456181 0.211643 2.268034
H: 0.761018 -6.694594 -0.105433
H: -7.170223 -2.257313 3.724890
H: 9.606093 2.002996 2.590630
H: 0.405325 4.011919 -3.033250
H: 1.172957 -1.357169 -5.389489
H: -1.198235 -3.079908 1.066930
N: -0.896898 -1.660825 -5.519040
H: 4.195727 -3.558459 0.748880
C: 0.782262 -5.664779 0.230614
C: -4.438996 -1.004811 -3.218569
C: -2.390028 -0.790105 4.961661
O: 3.068909 -3.342889 -2.053541
C: -1.143271 0.168798 1.709218
H: -2.617958 -4.066628 5.802640
F: 2.455668 7.690698 2.354753
N: -1.897431 3.282970 -0.787515
C: -2.215381 -3.155205 5.376084
C: -2.860179 -2.542562 -5.960046
H: -2.748657 4.867915 2.460430
C: -2.224410 3.573220 5.545406
H: -3.113871 5.406086 4.858344
C: 1.989614 -3.674629 0.813425
C: -5.571773 -1.859784 2.349519
N: 3.360099 -1.801762 1.406630
H: -3.827520 -2.818652 -6.341754
H: 0.342481 2.525687 -2.062929
C: -2.687997 0.590508 -2.826921
H: -5.146994 -1.478632 -3.888757
H: -3.778493 3.761355 0.140095
C: -1.853991 2.971798 2.864357
C: -4.380457 -1.398317 -1.893054
H: -2.943874 0.135793 5.059297
H: -0.726272 0.883494 0.997691
H: -0.470695 -4.110461 4.560613
C: -0.294419 -3.649704 0.881066
N: 3.745677 -4.087788 -4.082164
H: 1.073245 3.937337 -1.378682
P: -0.425393 0.606700 3.352449
C: -2.690643 5.388193 -0.852890
H: -3.077864 1.059227 1.235598
H: 1.110475 3.434469 2.756368
P: -3.380681 -1.334866 0.722184
C: -2.901882 -1.956544 5.517154
C: -5.977060 -0.141063 0.729412
H: 0.215139 -0.040278 -4.757338
H: -3.242223 6.307007 -0.752290
C: 2.320721 6.411952 1.860130
H: -4.915512 -2.607559 2.782717

Force components x, y, z for each atom (eV/Å):
0.0345 0.0293 0.0412
-0.0308 -0.0129 0.0300
-0.0572 -0.0971 -0.0137
-0.0081 -0.0151 -0.0248
0.9598 -0.0531 1.1600
0.0915 -0.1112 -0.2025
-0.1826 -0.0473 0.0770
0.0871 -0.0273 -0.0190
0.0301 0.0519 -0.0234
0.0119 0.0080 0.0107
0.0776 -0.0306 -0.0100
0.0032 -0.0196 -0.0048
0.0208 0.0046 0.0646
0.0096 0.0025 -0.0014
-0.0689 0.0572 -0.0091
0.0092 0.0303 0.0212
-0.0275 -0.0447 -0.0401
-0.0056 -0.0010 -0.0091
0.0039 -0.0252 0.0767
0.0126 0.0344 -0.0455
0.1051 0.4920 0.2591
0.0282 -0.0087 0.0634
-1.5405 0.1254 0.4833
-0.0571 0.0200 -0.0650
0.0140 -0.0031 -0.0041
-0.0111 -0.0300 -0.0243
0.0628 0.0645 0.0304
-0.0029 0.0001 0.0208
0.0003 -0.0145 -0.0045
-0.0055 0.0234 0.0143
-0.0133 -0.0451 0.0104
-0.1437 -0.0174 0.0497
0.1815 0.1464 -0.1612
0.0505 0.0536 -0.0874
-0.0028 -0.0259 -0.0017
0.0133 -0.0243 0.0090
-0.1472 -0.0962 -0.0078
0.0001 -0.0031 0.0063
-0.1652 -0.0423 0.0002
-0.0602 -0.1193 0.0536
-0.0273 -0.0267 0.0167
0.0085 -0.0081 -0.0265
-0.0724 -0.1878 0.0048
0.0296 0.0082 -0.0070
-0.0480 0.0427 -0.0284
-0.0338 0.0282 0.0049
0.0004 0.0042 -0.0091
-0.0300 0.0286 0.0489
0.2302 -0.0304 -1.6401
0.0455 -0.0198 0.0245
-0.0388 -0.0408 0.0467
0.0095 -0.0030 0.0026
0.0502 -0.0180 0.1706
0.0684 -0.0460 -0.0860
-0.0182 -0.0028 -0.0039
0.0099 -0.0174 0.0468
-0.0956 0.2181 -0.3000
0.0236 -0.0121 0.0001
0.0026 -0.0172 -0.0043
-0.0530 0.0240 -0.0078
-0.0008 -0.0030 -0.0099
0.0027 -0.0140 -0.0125
0.0591 -0.0330 0.0076
-0.0199 -0.0034 0.1464
0.0585 -0.0709 0.0650
0.0039 -0.0503 0.0056
-0.0430 0.0317 -0.0958
0.0003 -0.0238 0.0263
0.0298 0.0588 -0.0227
0.0595 0.0273 -0.0295
0.2984 0.0872 0.1680
0.0864 0.0786 -0.0064
-0.0083 0.0040 0.0076
0.0284 -0.0038 -0.0807
-0.0110 -0.0005 0.0059
0.0223 -0.0176 0.0072
0.0026 -0.0090 0.0216
-0.0041 0.0159 -0.0538
-0.0134 0.0216 -0.0356
0.0016 -0.0021 0.0011
0.0234 -0.2723 -0.2326
-0.0759 -0.1005 0.0766
-0.2364 -0.0004 0.0641
-0.1200 -0.1340 0.0500
0.0003 0.0358 0.0322
-0.0012 0.0125 -0.0008
0.0452 0.0564 -0.0400
-0.0026 0.1451 0.1540
-0.0459 0.0329 -0.0020
-0.0020 -0.0094 -0.0022
-0.0058 0.0082 -0.0110
-0.0073 -0.0026 0.0003
-0.0340 -0.0281 -0.0075
0.0204 -0.0344 -0.0267
-0.0040 -0.0071 0.0202
0.0139 0.0472 0.0454
-0.0112 -0.0637 -0.0423
0.0531 -0.0010 0.0006
0.0282 0.0019 0.0271
0.0331 0.0287 0.0084
0.0692 0.0229 -0.0101
0.0652 0.0119 -0.1839
0.0006 0.0052 -0.0070
0.0030 0.0469 0.0149
-0.0648 -0.0211 -0.0162
-0.0433 0.0011 0.0229
0.0106 -0.0470 0.0613
-0.0009 -0.0051 0.0112
-0.0094 0.0050 -0.0326
-0.0011 -0.0110 0.0043
0.1620 0.1092 0.0296
-0.0839 -0.0269 0.0661
0.3067 0.0289 0.1950
0.0253 0.0159 0.0141
-0.0815 -0.0419 -0.1345
-0.0044 0.0004 0.0368
-0.0183 0.0092 -0.0311
0.0285 -0.0098 -0.0149
-0.0011 0.0855 -0.0312
-0.0094 -0.0274 0.0080
-0.0206 -0.0071 0.0106
-0.0458 0.0423 -0.1338
-0.0043 0.0072 -0.0107
0.0777 0.0201 -0.0096
0.0027 0.0514 -0.0006
-0.0195 0.0321 -0.0119
0.1237 -0.0066 0.0966
0.0976 0.0121 -0.0125
-0.0154 -0.0670 -0.1039
-0.0063 -0.0180 -0.0300
-0.0977 -0.1736 0.0669
0.0300 -0.0035 -0.0329
-0.0877 0.0442 -0.0055
0.0214 -0.0075 -0.0057
0.0170 -0.0205 -0.0078
-0.0006 -0.0385 -0.0060
0.0118 0.0205 -0.0112